Molecular formula: C36H48ClN3O6
Method: DFT, ωB97M-V/def2-TZVPD

The geometry in ORCA input format:
```
! RIJCOSX wB97M-V def2-TZVPD def2/J DEFGRID3
* xyz 0 1
C -8.76384 -0.48288 2.25969
C -7.29444 -0.09541 2.19300
H -6.66276 -0.98762 2.30115
H -7.05005 0.61024 2.99826
O -7.07142 0.50599 0.93274
C -5.82855 0.97560 0.62908
C -4.73925 0.85723 1.47918
C -3.49125 1.31636 1.08082
C -3.33917 1.89788 -0.16058
C -4.42575 2.05111 -1.02596
C -5.69122 1.60013 -0.62962
O -6.75892 1.72565 -1.49495
C -7.94661 2.34070 -1.01189
C -7.70165 3.69107 -0.34927
H -7.19296 4.36934 -1.03144
H -7.08651 3.57196 0.54035
H -8.65241 4.13184 -0.06215
H -8.55582 2.46087 -1.91237
H -8.46632 1.67259 -0.31849
O -4.08937 2.63277 -2.20527
C -5.04031 2.91626 -3.21818
C -4.27016 3.48976 -4.39883
H -3.73591 4.38589 -4.09462
H -4.95856 3.73951 -5.20096
H -3.54789 2.76364 -4.76169
H -5.57048 2.00401 -3.50956
H -5.77264 3.64756 -2.85796
H -2.38492 2.27671 -0.48967
C -2.34532 1.25682 2.04634
O -2.30360 1.98621 3.02049
N -1.38139 0.34954 1.77618
C -1.36550 -0.55945 0.65995
H -2.30627 -0.48871 0.11275
C -0.18542 -0.23081 -0.25749
H -0.20166 -0.89477 -1.12274
H -0.30327 0.79079 -0.62568
C 1.14290 -0.32500 0.51067
C 1.05002 0.60231 1.73282
H 1.93453 0.47787 2.35578
C -0.18241 0.29147 2.58292
H -0.28881 1.02450 3.38408
H -0.08227 -0.70663 3.01902
H 0.99708 1.63819 1.39195
C 1.42877 -1.76201 0.98826
O 1.73553 -2.01963 2.13564
N 1.33349 -2.71097 0.03686
H 1.14854 -2.45513 -0.91895
C 1.64330 -4.10059 0.28484
H 0.74328 -4.70437 0.11589
C 2.78203 -4.61669 -0.60103
C 3.00409 -6.10728 -0.33871
C 4.13565 -6.65115 -1.20582
C 5.42502 -5.87884 -0.94570
C 5.21171 -4.39287 -1.21292
C 4.07878 -3.84670 -0.34959
H 3.93975 -2.78778 -0.57180
H 4.34718 -3.93712 0.70528
H 6.12746 -3.83704 -1.00600
H 4.96575 -4.24573 -2.26719
H 6.22396 -6.26249 -1.58326
H 5.72819 -6.02094 0.09395
H 4.28466 -7.71172 -0.99318
H 3.86330 -6.55676 -2.25977
H 2.08348 -6.66045 -0.53991
H 3.25568 -6.24941 0.71451
H 2.49362 -4.48595 -1.65179
H 1.92027 -4.17256 1.33902
C 2.29843 0.10551 -0.41186
H 2.13020 1.12946 -0.75525
C 3.68288 0.00118 0.23819
H 3.69974 -0.83010 0.95009
C 4.22152 1.29649 0.85895
C 5.44676 1.52763 -0.00135
N 5.60969 0.61183 -0.87471
O 4.64172 -0.32967 -0.79871
C 6.34575 2.65550 0.12506
C 6.13417 3.64297 1.08785
C 7.00043 4.71347 1.19951
C 8.08888 4.80378 0.34601
C 8.31750 3.83137 -0.61855
C 7.44950 2.76578 -0.72557
H 7.60601 1.99801 -1.46600
H 9.16919 3.91491 -1.27512
Cl 9.17286 6.14046 0.48476
H 6.83500 5.47567 1.94470
H 5.29003 3.57909 1.75700
H 4.49465 1.17570 1.90718
H 3.51734 2.12470 0.77089
H 2.31489 -0.53293 -1.29914
H -1.25450 -1.58205 1.04385
H -4.83843 0.40621 2.45219
H -9.00661 -1.15629 1.44203
H -8.97162 -0.97798 3.20382
H -9.38891 0.40241 2.17772
*
```

**ΔE to the lowest compared entry with this formula, charge and spin**: 7.4 kcal/mol
**LUMO energy**: 0.4582 eV
**Gap between HOMO and LUMO**: 8.792 eV
**HOMO**: -8.334 eV

=====

Molecular formula: C36H48F4N4O10Si
Method: DFT, ωB97M-V/def2-TZVPD

The geometry in ORCA input format:
```
! RIJCOSX wB97M-V def2-TZVPD def2/J DEFGRID3
* xyz 0 1
C -0.00864 -0.42718 6.04186
C -0.09053 0.67108 4.96999
C 1.15234 0.61070 4.08134
N 0.91262 1.09585 2.70740
C 1.01993 0.12957 1.68567
C 2.24929 -0.37747 1.31848
C 3.54054 0.08029 1.93927
C 3.88362 1.49479 1.44212
C 5.34146 1.86902 1.72046
C 6.36384 1.06119 0.96850
O 7.41305 0.75934 1.45672
O 6.09793 0.70098 -0.29644
C 2.32319 -1.36141 0.30045
C 1.20846 -1.79771 -0.36418
C 1.28784 -2.85687 -1.45085
F 0.88707 -2.35452 -2.65053
F 0.38164 -3.85162 -1.13429
C 2.63203 -3.54423 -1.58788
C 3.66384 -2.70226 -2.35719
Si 5.44918 -3.15207 -1.90449
C 5.88084 -4.81178 -2.67679
C 5.71728 -3.33641 -0.04417
C 6.59701 -1.78549 -2.49604
C 7.82097 -1.62861 -1.84496
C 8.71000 -0.62259 -2.20360
C 8.38393 0.23016 -3.24992
C 7.16906 0.08666 -3.90812
C 6.27577 -0.91281 -3.54142
C -0.05382 -1.24658 -0.02147
N -1.16529 -1.63864 -0.69817
C -2.29678 -1.09483 -0.34165
C -3.46750 -1.51608 -1.16486
O -4.31921 -0.77223 -1.52014
N -3.46567 -2.91603 -1.56185
C -3.74329 -3.78440 -0.51234
O -4.77476 -3.90062 0.02295
F -2.69124 -4.51057 -0.16710
C -2.40817 -0.16989 0.73137
C -3.73809 0.39968 1.14869
C -3.93876 1.83050 0.62555
F -5.07965 1.94064 -0.13559
N -1.35878 0.22794 1.40564
C -0.16225 -0.30096 1.00915
H -0.33743 -1.38416 5.64253
H -0.67253 -0.20587 6.87304
H 1.00294 -0.54720 6.42198
H -0.98263 0.48738 4.37636
H -0.14192 1.61712 5.49871
H 1.90449 1.26153 4.53570
H 1.57457 -0.38844 4.06965
H 0.02021 1.56427 2.64758
H 4.34797 -0.56051 1.59068
H 3.50414 0.06691 3.02184
H 3.73249 1.49401 0.35823
H 3.19407 2.23706 1.82756
H 5.54394 1.83679 2.78482
H 5.48762 2.90540 1.40808
H 5.26143 1.07982 -0.59413
H 3.30414 -1.74813 0.07765
H 2.43435 -4.45341 -2.14864
H 2.93741 -3.80994 -0.58090
H 3.55458 -2.90442 -3.41920
H 3.52474 -1.64220 -2.16319
H 5.35472 -5.59675 -2.13081
H 5.57306 -4.85256 -3.71892
H 6.93950 -5.03311 -2.57515
H 6.50725 -4.07374 0.09873
H 4.85202 -3.70420 0.50607
H 6.05202 -2.41476 0.43001
H 8.10158 -2.26707 -1.01799
H 9.64262 -0.49643 -1.67705
H 9.05013 1.02713 -3.54514
H 6.91265 0.76045 -4.71498
H 5.31896 -1.03429 -4.03010
H -2.54988 -3.11573 -1.96357
H -4.57160 -0.23641 0.88358
H -3.68347 0.47313 2.23194
H -4.03445 2.52319 1.45798
H -3.06014 2.14250 0.06147
C -6.78769 5.08319 0.71464
O -5.82668 5.12040 1.77498
C -6.02970 6.08691 2.66813
O -6.92059 6.89379 2.64844
O -5.07038 6.00524 3.59260
C -5.16670 6.99121 4.62218
H -6.50414 4.25645 0.06955
H -7.78655 4.90458 1.10744
H -6.76675 6.00935 0.14376
H -6.10379 6.88879 5.16591
H -5.08337 7.99259 4.20436
H -4.33593 6.81246 5.29873
C -10.62536 0.28047 -5.22991
O -9.26615 0.69728 -5.10382
C -8.56770 0.01352 -4.19231
O -8.99468 -0.88150 -3.51087
O -7.32940 0.49416 -4.17251
C -6.45535 -0.14862 -3.23231
H -11.07144 0.91050 -5.99431
H -10.68151 -0.76071 -5.54218
H -11.15921 0.41871 -4.29146
H -6.34829 -1.20492 -3.46822
H -6.82526 -0.02424 -2.21804
H -5.49316 0.33843 -3.32073
*
```

**LUMO energy**: -1.2795 eV
**Gap between HOMO and LUMO**: 7.600 eV
**HOMO**: -8.879 eV
**SMILES**: CCCNc1c(CCCC(=O)O)cc(C(F)(F)CC[Si](C)(C)c2ccccc2)c2nc(C(=O)NC(=O)F)c(CCF)nc12.COC(=O)OC.COC(=O)OC

=====

Molecular formula: C36H48F8O33
Method: DFT, ωB97M-V/def2-TZVPD

The geometry in ORCA input format:
```
! RIJCOSX wB97M-V def2-TZVPD def2/J DEFGRID3
* xyz 0 1
C 1.23593 0.03548 -4.63881
C -0.19204 0.30821 -4.51380
O -0.81263 -0.89807 -4.88985
C 0.11253 -1.76169 -5.40122
O -0.15506 -2.84595 -5.87921
O 1.34122 -1.27441 -5.25239
F -0.67052 1.24401 -5.50084
H 1.64136 0.11887 -3.60624
H 1.76438 0.69832 -5.31674
H -0.65948 0.64249 -3.56541
C -3.79867 -4.69706 -2.15204
C -3.04056 -3.62728 -2.82373
O -1.69061 -4.06076 -2.67140
C -1.59865 -4.81674 -1.55759
O -0.58550 -5.13825 -1.03082
O -2.85170 -5.14738 -1.18511
F -3.28496 -2.44586 -2.14176
H -4.03503 -5.50885 -2.87119
H -4.64746 -4.26529 -1.66978
H -3.15406 -3.48902 -3.89581
C -0.53638 6.16854 -1.10122
C 0.87912 6.67753 -1.05153
O 1.58902 5.82544 -1.89980
C 0.86419 4.69669 -2.13849
O 1.26129 3.76325 -2.76964
O -0.32782 4.86182 -1.69471
F 1.40759 6.53242 0.25245
H -1.08370 6.79233 -1.77164
H -0.98861 6.08946 -0.13994
H 1.02911 7.68100 -1.41580
C -1.49592 -2.93337 5.76884
C -2.40875 -1.71243 5.78717
O -2.63251 -1.31175 4.50377
C -2.10308 -2.22191 3.66448
O -2.37495 -2.24415 2.50913
O -1.40046 -3.10270 4.35871
F -1.66018 -0.65148 6.38997
H -1.98213 -3.81573 6.23769
H -0.49410 -2.79538 6.17221
H -3.27918 -1.78238 6.44889
C 0.41735 1.71584 4.45275
C 0.16314 0.49305 3.58448
O 0.31513 -0.62009 4.33761
C 1.05947 -0.23316 5.51122
O 1.55153 -0.96492 6.28383
O 1.16965 1.07135 5.58311
F 1.05871 0.50965 2.56077
H -0.48190 2.13161 4.91133
H 1.06600 2.46840 3.97163
H -0.86365 0.44929 3.22895
C 7.12445 -1.21904 -0.74577
C 7.13002 0.27204 -0.70728
O 6.32467 0.64299 0.35192
C 5.78395 -0.44113 0.96662
O 5.17004 -0.37225 2.00951
O 6.27559 -1.54837 0.37293
F 6.57299 0.76916 -1.91275
H 8.05055 -1.70521 -0.56607
H 6.70337 -1.56213 -1.65650
H 8.05220 0.85196 -0.58769
C 1.95668 -3.90942 -2.73400
C 2.47531 -4.51025 -1.41978
O 2.91348 -3.40490 -0.72177
C 3.32130 -2.43339 -1.61978
O 3.98880 -1.51289 -1.29555
O 2.72753 -2.65121 -2.81176
F 3.60020 -5.30497 -1.61324
H 0.87121 -3.75294 -2.73415
H 2.19961 -4.51509 -3.63578
H 1.70694 -5.10751 -0.94016
C 3.24033 -3.12188 2.82136
C 1.70750 -3.25341 3.06464
O 1.42830 -4.58295 2.92255
C 2.43770 -5.25856 2.39268
O 2.36280 -6.42277 2.16706
O 3.49200 -4.45884 2.22187
F 0.93086 -2.54559 2.16880
H 3.81723 -2.97362 3.72106
H 3.48790 -2.40283 2.01419
H 1.34691 -3.02116 4.00821
C -0.46321 5.85834 3.56379
C -1.50913 5.39411 2.49784
O -2.02557 4.14877 3.11262
C -2.93081 3.35659 2.44545
O -3.65451 3.69035 1.58745
O -2.81783 2.08034 2.86869
C -3.70841 1.15899 2.27461
H 0.07068 6.74308 3.17502
H 0.24552 5.03232 3.64504
H -1.04882 6.09594 4.46556
H -1.10274 5.19544 1.50835
H -2.40588 6.02239 2.42759
H -3.37898 0.92497 1.28940
H -4.75514 1.52806 2.25339
H -3.71575 0.29540 2.94023
C -4.22867 -0.90894 -5.42177
C -4.81698 -0.17315 -4.21651
O -3.69173 0.44377 -3.47425
C -3.90707 1.71066 -2.96744
O -4.85011 2.37075 -3.15694
O -2.82298 2.02693 -2.32432
C -2.73382 3.34667 -1.73408
H -5.04039 -1.44823 -5.94486
H -3.49490 -1.63192 -5.07276
H -3.83357 -0.16736 -6.10272
H -5.28612 -0.82276 -3.53992
H -5.51420 0.59124 -4.56319
H -3.69375 3.52122 -1.16255
H -2.61886 4.13435 -2.44897
H -1.89905 3.25212 -1.04503
C -0.44425 -1.33379 -0.91370
C -0.62281 -0.11220 -0.17310
O 0.47486 0.78961 -0.47127
C 0.46766 2.01535 0.08017
O -0.54178 2.57343 0.40952
O 1.60536 2.67988 0.24156
C 2.81076 1.92693 -0.09440
H 0.51431 -1.80117 -0.70539
H -0.47567 -1.08954 -1.97920
H -1.32475 -1.96789 -0.73197
H -0.54963 -0.22155 0.91760
H -1.60818 0.32610 -0.43659
H 3.54896 2.30984 0.61123
H 3.18488 2.14197 -1.12866
H 2.75621 0.83973 0.02061
*
```

**LUMO energy**: 0.4759 eV
**Gap between HOMO and LUMO**: 11.155 eV
**HOMO**: -10.679 eV
**SMILES**: O=C1OC[C@@H](F)O1.O=C1OC[C@@H](F)O1.O=C1OC[C@@H](F)O1.O=C1OC[C@@H](F)O1.O=C1OC[C@@H](F)O1.O=C1OC[C@@H](F)O1.O=C1OC[C@@H](F)O1.O=C1OC[C@@H](F)O1.CCOC(=O)OC.CCOC(=O)OC.CCOC(=O)OC

=====

Molecular formula: C36H48N3O18
Method: DFT, ωB97M-V/def2-TZVPD

The geometry in ORCA input format:
```
! RIJCOSX wB97M-V def2-TZVPD def2/J DEFGRID3
* xyz -1 1
C -1.42310 0.97282 2.16254
C -0.61856 0.28076 1.11160
O 0.57714 0.12475 1.19709
N -1.25071 -0.38943 0.00045
H -2.36573 -0.37108 0.14057
H -1.32596 0.28009 -0.66412
C -0.68457 -1.49403 -0.83334
H -0.91932 1.73115 2.50115
H -1.65755 0.38224 3.12154
H -2.17129 1.40319 2.10795
H -1.28833 -1.62053 -1.75244
H -0.80444 -2.40677 -0.28672
H 0.43698 -1.49946 -0.93516
N -1.09795 2.33644 -1.89607
O -2.02771 2.27335 -1.15195
O -1.30807 3.05724 -2.91855
O -0.35622 1.39256 -2.00442
N -4.84941 0.22373 0.66206
O -3.86724 -0.59695 0.87980
O -4.97180 1.18730 1.40737
O -4.98137 0.48520 -0.57570
C 4.40559 -0.11507 -2.79420
C 3.13686 0.66283 -2.90111
C 2.74017 1.22289 -4.35167
O 2.12827 -0.19249 -2.46748
H 5.08847 0.49458 -3.24345
H 4.28828 -1.06940 -3.27832
H 4.55439 -0.14974 -1.68032
H 3.29115 1.58022 -2.32660
H 3.69122 1.60145 -4.51918
H 1.93017 1.93168 -4.13006
H 2.66330 0.20288 -4.91413
H 1.33463 0.01662 -2.45930
C -4.66857 -2.51818 -4.28881
C -5.18983 -1.61361 -3.14106
C -6.20331 -2.36812 -2.12157
O -4.04951 -1.12547 -2.50086
H -5.57668 -2.48044 -4.99326
H -4.42572 -3.54276 -3.87102
H -3.86051 -2.31113 -5.02780
H -5.58776 -0.56975 -3.64193
H -7.28335 -2.17751 -2.44057
H -6.14535 -1.76493 -1.09846
H -5.79884 -3.24965 -1.65377
H -4.55265 -0.56383 -1.77103
C 2.06480 0.09704 4.64625
C 2.42675 1.56570 4.36939
C 3.55455 1.66981 3.36040
O 1.37326 2.49879 4.02731
H 1.77287 -0.27499 3.66946
H 1.43688 -0.05206 5.45759
H 2.94856 -0.46094 4.94967
H 2.96256 1.99952 5.18075
H 4.41612 1.00452 3.28015
H 3.74985 2.78369 3.34089
H 3.00917 1.56893 2.40318
H 0.69277 2.69819 4.79149
C -1.63719 1.58319 6.07167
C -2.58891 0.55714 6.79689
C -3.15863 1.14355 8.20520
O -3.85034 0.43502 8.91997
C -2.82428 2.55018 8.50419
C -1.87326 3.43151 7.70422
C -1.24544 2.89596 6.45770
O -0.46028 3.65300 5.80192
H -1.08947 1.25074 5.18579
H -2.82847 -0.45882 6.32756
H -3.23095 3.10167 9.47328
H -1.83479 4.53504 7.88342
C -0.15803 5.31286 1.84257
C -0.27920 6.82023 2.28783
C -0.09875 7.80499 1.23318
O -0.27251 9.03665 1.36064
C 0.06551 7.40932 -0.14258
C 0.11263 5.95345 -0.58212
C -0.03472 4.86811 0.48919
O 0.19469 3.67786 0.28099
H -0.13697 4.38847 2.65583
H -0.51300 7.02259 3.24016
H 0.40065 8.23838 -0.96196
H -0.00963 5.68734 -1.63171
C 3.17202 -3.62636 -0.83079
C 4.58614 -4.06760 -1.30582
C 4.83693 -5.62275 -1.18236
O 5.76103 -6.08319 -1.66085
C 3.84314 -6.44508 -0.62069
C 2.59593 -5.93097 0.05584
C 2.26788 -4.52587 -0.10856
O 1.20562 -4.10860 0.28690
H 3.07391 -2.46403 -0.85663
H 5.48174 -3.46090 -1.59771
H 4.14637 -7.52841 -0.26802
H 2.12365 -6.41563 0.84853
C 2.50785 -3.35928 -4.81703
C 1.04808 -2.75099 -4.32112
C -0.10298 -3.39201 -5.11183
O -1.24226 -3.14732 -4.61763
C 0.09047 -4.22396 -6.27795
C 1.43467 -4.62163 -6.68337
C 2.61950 -4.16574 -5.96662
O 3.71409 -4.57160 -6.42795
H 3.30307 -3.10998 -4.15441
H 0.91411 -2.07306 -3.49518
H -0.84241 -4.53457 -6.90571
H 1.44943 -5.42076 -7.51913
*
```

**ΔE to the lowest compared entry with this formula, charge and spin**: 130.2 kcal/mol
**LUMO energy**: -1.4417 eV
**Gap between HOMO and LUMO**: 4.096 eV
**HOMO**: -5.538 eV